One molecule with the formula C15H22ClFN2O3S2 at a distorted geometry. Source: the OMol25 dataset; level of theory: ωB97M-V/def2-TZVPD.

```
46
Properties=species:S:1:pos:R:3:forces:R:3
C 5.26049 -1.03064 1.46238 -0.2 0.0 0.0
C 4.41442 0.06197 2.10835 -0.4 -0.1 0.1
C 4.49618 1.34599 1.29665 0.0 -0.1 0.0
C 4.83360 0.27832 3.55577 0.0 0.0 -0.1
S 2.68478 -0.60972 2.06631 0.0 0.1 0.1
C 1.64639 0.81549 2.57003 0.2 -0.4 -0.1
C 0.41479 0.31047 3.31643 0.1 0.3 0.0
N -0.31497 -0.65804 2.52796 0.2 -0.2 0.2
C -1.25185 -0.28825 1.63630 0.0 -0.4 0.0
O -1.67985 0.84565 1.54547 0.0 0.2 0.0
C -1.78241 -1.43071 0.76682 -0.2 0.1 0.2
N -2.32812 -0.95149 -0.47806 -1.2 -0.2 0.6
C -1.49202 -0.34871 -1.40759 0.5 0.5 -0.9
C -2.00427 0.09680 -2.63047 0.1 0.0 -0.1
C -1.18289 0.68939 -3.56741 0.3 0.1 0.1
C 0.16721 0.84674 -3.30958 0.0 0.0 0.1
F 0.95807 1.43268 -4.22912 -0.1 -0.1 0.2
C 0.69806 0.39330 -2.11187 -0.2 0.1 -0.3
Cl 2.37956 0.56184 -1.78553 0.1 0.0 -0.1
C -0.12317 -0.20078 -1.16790 -0.3 0.0 0.0
S -3.99684 -0.62111 -0.46017 -0.1 0.3 -0.1
C -4.12462 1.16472 -0.25550 0.2 -0.7 0.0
O -4.55820 -0.99194 -1.72367 0.1 0.1 -0.2
O -4.51408 -1.27811 0.70131 0.1 0.2 0.3
H 4.94806 -1.19183 0.43329 0.0 0.0 -0.1
H 5.15312 -1.96760 2.00463 0.0 -0.1 0.0
H 6.30934 -0.74139 1.46840 0.1 0.0 0.0
H 5.53607 1.65867 1.21716 0.1 0.1 0.0
H 4.10782 1.18729 0.29346 0.0 0.0 0.0
H 3.93548 2.15365 1.76219 0.0 0.1 0.0
H 4.74296 -0.64812 4.11875 0.0 0.0 0.1
H 4.22292 1.03798 4.04040 0.0 0.1 0.1
H 5.87059 0.60738 3.59286 0.1 0.1 0.0
H 2.23368 1.46339 3.21636 0.0 0.1 0.0
H 1.34920 1.35530 1.67047 0.0 0.1 0.1
H -0.25798 1.14837 3.51540 0.1 -0.1 0.1
H 0.70810 -0.16070 4.25667 0.0 0.1 0.0
H 0.08822 -1.58069 2.47565 -0.1 0.0 -0.1
H -2.61691 -1.89914 1.29558 0.3 -0.1 0.1
H -1.01382 -2.18417 0.57364 0.0 0.0 0.0
H -3.04578 -0.05515 -2.85373 0.0 0.0 -0.1
H -1.57752 1.03124 -4.51079 0.0 0.0 -0.1
H 0.33462 -0.53832 -0.25382 0.1 0.0 0.1
H -3.87528 1.64024 -1.19383 0.0 0.1 -0.2
H -5.14692 1.37590 0.02920 -0.2 -0.1 0.0
H -3.43164 1.44485 0.52944 0.0 0.0 0.0
```
Forces are in eV/Å.

Output
- orbital gap (eV) = 9.1
- F_max (eV/A) = 1.34
- relative energy (zero: lowest compared OMol25 entry of this formula, charge and spin) (eV) = 0.0000

A 8-piece molecular cluster, C4H25N2O10 overall at a distorted geometry. Source: the OMol25 dataset; level of theory: ωB97M-V/def2-TZVPD.

```
41
Properties=species:S:1:pos:R:3:forces:R:3
O 1.13452 -3.48253 -0.13956 0.5 0.0 0.2
C 1.46869 -2.37638 -0.82278 -1.5 -0.9 -0.4
C 0.56094 -1.82547 -1.65300 0.7 0.8 -0.4
C -0.89408 -2.09497 -1.82397 -0.9 -0.5 0.6
C -1.65105 -1.44584 -0.63771 0.0 0.1 1.9
N -3.05345 -1.24394 -0.82663 -0.4 0.4 -0.4
O -1.11254 -0.15365 -0.36279 0.1 0.6 -0.6
N 0.95212 -0.55513 -2.35214 0.4 -0.4 0.8
H 2.48225 -2.09767 -0.59377 0.1 0.6 -0.5
H -0.45663 -0.04739 0.35857 -0.5 -0.5 0.1
H -1.32498 -1.71343 -2.75035 0.3 0.2 -0.1
H -1.18511 -3.15902 -1.81717 0.4 0.3 0.0
H -3.25615 -0.27592 -0.61597 0.0 0.1 -0.2
H -3.66316 -1.77206 -0.21659 0.4 -0.5 -0.1
H 0.18322 -0.13831 -2.86856 -0.1 -0.3 -0.2
H 1.73372 -0.75133 -2.97449 0.0 0.4 -0.1
H 1.20251 0.17585 -1.66886 0.5 0.3 -0.3
H -0.06064 3.53421 0.25754 0.9 0.2 0.0
H 0.26905 4.86567 -0.19171 0.8 0.2 -0.1
O 0.76013 4.07976 0.10023 -1.7 -0.5 0.1
H 0.17586 -3.52356 -0.07661 -0.5 -0.1 0.2
H -1.60578 -2.24743 1.33630 -0.6 1.2 -0.2
O -1.37111 -2.34521 0.40684 0.9 -1.4 -0.4
H -2.48562 3.11892 -0.75050 0.1 -0.4 0.0
H -1.63936 1.78160 -0.56437 -0.4 -0.3 -0.1
O -1.65377 2.73475 -0.45137 0.3 0.6 0.1
H -1.02479 -2.28329 3.38418 0.6 0.0 0.1
H -0.33528 -0.97262 2.77209 0.4 -0.4 -0.1
O -1.06047 -1.32885 3.29399 -0.8 0.4 -0.1
H 3.92870 0.49188 0.19413 0.1 0.0 -0.1
H 4.68573 -0.57165 -0.61306 0.4 0.0 0.0
O 3.84586 -0.38321 -0.19692 -0.4 0.0 0.0
H 1.48006 2.58147 -0.89864 -0.1 0.9 0.0
H 2.36896 2.36026 -2.15907 0.0 0.3 0.1
O 1.95500 1.91842 -1.41249 0.0 -0.9 0.0
H 0.18108 1.52873 2.46026 0.1 0.0 -0.6
H 1.17817 1.17834 1.21922 0.3 0.5 0.3
O 0.48108 0.86414 1.79343 -0.4 -0.7 -0.1
H -0.83956 2.48316 4.40696 0.0 0.0 0.5
H -1.24109 1.07714 3.83240 -0.1 0.3 0.4
O -1.11304 2.01455 3.62293 0.1 -0.4 -0.8
```
Forces are in eV/Å.

Output
- orbital gap (eV) = 9.8
- F_max (eV/A) = 1.87
- charge = +1
- relative energy (zero: lowest compared OMol25 entry of this formula, charge and spin) (eV) = 1.4272

One molecule with the formula C9H17NO at a distorted geometry. Source: the OMol25 dataset; level of theory: ωB97M-V/def2-TZVPD.

```
28
Properties=species:S:1:pos:R:3:forces:R:3
C 3.30295 -0.85460 -0.34296 -0.9 0.5 -0.9
C 2.51736 0.09045 0.63922 -0.4 -0.7 -0.7
N 1.14742 0.37168 0.18639 -0.2 0.7 -0.3
C 0.85162 1.52315 -0.49167 -1.4 0.1 0.4
O -0.26946 1.91231 -0.84986 1.7 -0.7 0.4
C 0.14394 -0.65267 0.57495 -0.5 1.0 -0.1
C -0.93728 -0.15182 1.58140 0.3 1.2 -1.0
C -2.20335 0.49816 0.93644 0.8 -1.6 0.3
C -2.72178 -0.36813 -0.21667 -0.7 -0.7 -0.7
C -1.68320 -0.67348 -1.34866 0.3 1.2 1.2
C -0.45303 -1.32391 -0.65920 -0.1 -0.8 -1.1
H 3.52657 -0.30717 -1.33406 -0.7 -0.8 1.4
H 4.28906 -1.09933 0.04083 0.0 -0.3 0.3
H 2.70107 -1.79235 -0.55942 0.9 1.1 0.2
H 2.34962 -0.32710 1.65005 0.8 0.1 -0.4
H 3.03952 1.02909 0.71614 0.3 0.3 0.2
H 1.72499 2.16996 -0.64846 0.2 -0.1 -0.1
H 0.76807 -1.39052 1.07702 -0.2 -0.2 0.1
H -0.48101 0.55650 2.32586 -0.4 -0.9 -0.5
H -1.32971 -1.03500 2.03078 0.0 -0.8 0.9
H -1.96562 1.47110 0.62180 0.1 1.3 -0.5
H -2.92255 0.53061 1.74864 -0.4 0.2 0.0
H -3.69575 0.03308 -0.63948 1.1 -0.4 0.5
H -2.94160 -1.39895 0.18800 -0.2 0.9 -0.1
H -1.34505 0.23142 -1.89231 -0.4 -0.4 0.4
H -2.14726 -1.33739 -2.07094 0.1 -0.3 0.0
H -0.71832 -2.37179 -0.40557 0.1 0.5 0.0
H 0.36839 -1.38537 -1.39179 -0.2 -0.2 0.1
```
Forces are in eV/Å.

Output
- orbital gap (eV) = 10.0
- F_max (eV/A) = 1.91
- relative energy (zero: lowest compared OMol25 entry of this formula, charge and spin) (eV) = 0.0000

A 2-piece molecular cluster, C27H46N4O7S3 overall at a distorted geometry. Source: the OMol25 dataset; level of theory: ωB97M-V/def2-TZVPD.

```
87
Properties=species:S:1:pos:R:3:forces:R:3
C -3.23122 5.46978 -0.24928 0.3 -0.2 -0.1
C -2.00150 4.95936 0.52157 -0.3 0.5 0.1
O -2.33232 4.52281 1.83849 0.0 -0.1 -0.3
C -1.24976 3.94980 -0.34011 -0.6 0.3 0.0
O -1.33491 2.57972 0.14093 0.7 0.1 0.5
N -0.62558 1.84966 -0.82614 0.1 0.4 -0.6
C 0.62510 1.30055 -0.26887 0.5 -0.7 0.4
C 1.58753 2.37310 0.21976 -0.8 -0.5 0.1
C 1.23574 3.12519 1.48688 -0.3 0.3 -0.3
O 1.62477 4.23721 1.62398 0.5 0.9 0.2
O 0.44707 2.54695 2.44114 0.3 -0.8 -0.3
C 0.23718 0.21230 0.72630 -0.4 -0.3 0.0
N 1.35276 -0.08081 1.63708 -0.3 0.0 -0.4
C 1.12461 -0.36661 2.78349 0.0 0.1 -0.1
S 0.81127 -0.64215 4.27566 0.1 -0.1 0.6
C -0.25675 -1.03604 -0.02575 -0.3 0.2 -0.4
C 0.87363 -1.82210 -0.70011 0.1 -0.7 0.7
C 1.83026 -2.59800 0.20952 0.7 0.0 -0.4
C 2.72263 -3.50440 -0.68567 -0.5 0.6 0.6
S 4.42132 -3.49439 -0.07997 0.3 -0.2 0.4
C 5.20898 -2.32819 -1.08621 -0.7 0.2 -0.7
S 4.68690 -1.78879 -2.52232 0.0 0.2 -0.1
N 6.43087 -1.85976 -0.56366 0.8 -0.1 0.4
C 6.62854 -0.87102 0.37600 0.1 0.4 0.7
C 7.97088 -0.76525 0.56842 -0.1 -0.6 -0.8
N 8.63144 -1.66253 -0.25719 -0.5 0.2 0.3
C 7.68666 -2.28599 -0.90556 0.8 0.0 -0.1
O -0.95460 -1.77446 0.97521 0.6 -0.1 -0.2
C -1.37203 -3.07926 0.61801 -0.8 -0.6 0.3
C -2.74503 -3.39815 1.22068 0.2 0.1 0.0
C -3.89304 -2.86348 0.36976 0.1 -0.5 0.2
C -2.86797 -3.04652 2.71481 -0.3 0.1 0.0
C -3.31125 -1.59930 2.98686 0.2 -0.8 0.1
C -1.63683 -3.43787 3.52738 -0.4 0.2 0.3
C -1.28439 -0.63764 -1.13899 0.9 0.3 0.1
C -1.49697 0.84904 -1.53068 -1.6 -0.8 -0.9
C -2.96867 1.20025 -1.26944 0.0 -0.4 -0.2
C -1.34956 1.02652 -3.06686 0.4 0.2 0.7
C 0.06820 1.02857 -3.60379 -0.6 0.2 -1.0
O 0.64838 -0.26902 -3.69900 0.2 -0.1 0.6
H -3.13249 5.15391 -1.30825 -0.3 0.4 0.4
H -4.16097 5.10256 0.17624 0.0 -0.3 0.1
H -3.26270 6.55442 -0.19396 -0.1 0.1 -0.1
H -1.30293 5.79138 0.62504 0.0 0.2 -0.1
H -1.58432 4.74037 2.39929 0.0 -0.2 0.2
H -0.20359 4.24984 -0.43402 0.2 -0.2 0.2
H -1.71751 3.96437 -1.33281 0.4 0.1 -0.4
H -0.37811 2.56003 -1.53821 -0.2 -0.2 -0.2
H 1.12292 0.78677 -1.09084 0.0 0.2 -0.3
H 2.54294 1.88170 0.38577 0.1 -0.1 0.1
H 1.74347 3.09644 -0.57378 0.1 0.2 0.0
H 1.02278 2.33917 3.18997 -0.2 0.2 0.3
H -0.61153 0.52749 1.32964 -0.1 0.3 0.0
H 1.48070 -1.20154 -1.35588 -0.1 0.3 -0.1
H 0.41234 -2.55412 -1.36196 -0.1 0.0 -0.2
H 1.33405 -3.16814 0.98831 -0.2 -0.1 0.0
H 2.51455 -1.93024 0.71691 -0.1 0.3 0.1
H 2.71478 -3.07631 -1.68172 0.2 -0.3 -0.3
H 2.35312 -4.52235 -0.68358 0.2 -0.2 -0.2
H 5.85916 -0.29382 0.85194 -0.4 -0.2 -0.1
H 8.49574 -0.09732 1.22136 0.1 0.1 0.1
H 7.91471 -3.04526 -1.63375 -0.5 -0.1 -0.1
H -1.45553 -3.23963 -0.45788 0.1 0.3 -0.2
H -0.68756 -3.84184 0.99205 0.4 0.2 0.0
H -2.81420 -4.48818 1.16309 0.1 -0.1 0.0
H -3.78653 -3.23623 -0.64759 0.0 0.2 -0.2
H -4.82234 -3.29611 0.73690 -0.2 0.2 0.1
H -3.96517 -1.78088 0.36933 0.0 0.1 0.0
H -3.68670 -3.66234 3.09623 -0.1 -0.1 0.0
H -2.58995 -0.89775 2.58342 -0.1 0.3 0.0
H -4.30610 -1.45806 2.57727 0.0 0.4 -0.1
H -3.38752 -1.49409 4.06562 0.0 0.3 0.1
H -0.71817 -3.02105 3.12841 0.1 0.0 -0.1
H -1.56692 -4.51659 3.64558 0.2 -0.2 -0.2
H -1.76503 -3.03683 4.53196 0.1 0.0 0.1
H -2.25620 -1.04049 -0.88600 -0.1 0.0 0.4
H -0.98972 -1.16724 -2.03766 0.1 0.1 -0.2
H -3.21417 2.20939 -1.58692 0.0 0.2 0.2
H -3.52638 0.53156 -1.92418 -0.1 0.0 -0.1
H -3.27972 0.96377 -0.25698 0.0 0.3 0.2
H -1.84820 1.96762 -3.32270 0.2 0.4 -0.1
H -1.92362 0.22255 -3.51695 0.0 -0.2 -0.1
H 0.02790 1.46459 -4.60094 0.0 0.2 -0.1
H 0.71262 1.70378 -3.03916 0.3 -0.1 0.1
H 0.69824 -0.51333 -4.62362 0.0 0.0 -0.1
O -2.20615 4.17296 -3.13343 0.3 -0.6 0.3
H -1.82156 4.63305 -3.88548 -0.1 0.0 0.0
```
Forces are in eV/Å.

Output
- orbital gap (eV) = 5.9
- F_max (eV/A) = 2.03
- relative energy (zero: lowest compared OMol25 entry of this formula, charge and spin) (eV) = 0.2869

An isolated ion of composition C2H4NO4 and charge -1 at a distorted geometry. Source: the OMol25 dataset; level of theory: ωB97M-V/def2-TZVPD.

```
11
Properties=species:S:1:pos:R:3:forces:R:3
N 0.55268 -1.92074 0.43027 1.2 -0.7 -0.4
O 0.78946 -0.65441 -0.15278 -3.3 0.2 -0.2
C -0.62950 -0.08660 -0.85774 1.4 1.7 1.9
O -0.39198 1.23539 -1.24917 0.6 -1.4 -0.6
C -1.84661 -0.02783 0.16604 2.2 1.3 1.5
O -1.71108 1.01364 0.90612 -0.7 -1.0 -1.0
O -2.64618 -0.94860 0.24147 -0.5 -0.6 -0.4
H 0.28879 -2.61562 -0.26894 -0.1 0.5 0.0
H -0.08830 -2.00902 1.21235 -0.3 1.1 -0.3
H -0.67267 -0.76668 -1.67091 -0.3 -0.4 -0.9
H -0.71147 1.80947 -0.52315 -0.2 -0.8 0.4
```
Forces are in eV/Å.

Output
- orbital gap (eV) = 8.8
- F_max (eV/A) = 3.33
- charge = -1
- relative energy (zero: lowest compared OMol25 entry of this formula, charge and spin) (eV) = 4.1162

C3H7ClN4 as an isolated structure at a distorted geometry. Source: the OMol25 dataset; level of theory: ωB97M-V/def2-TZVPD.

```
15
Properties=species:S:1:pos:R:3:forces:R:3
C -1.26651 -1.96340 -1.16834 1.0 1.3 -0.9
C -0.29830 -0.77540 -0.71306 -0.8 0.4 2.9
N -0.45794 -0.32145 0.62184 3.3 0.7 -5.6
C 0.55650 0.71586 0.67801 -1.2 -1.4 0.1
N 0.67745 1.38837 1.80780 2.2 -1.9 -3.2
N 1.24173 0.80761 -0.56993 -0.2 1.1 2.5
N 0.71523 -0.09725 -1.45469 -3.1 -2.4 1.7
H -1.24269 -1.96045 -2.30571 -0.3 -0.3 1.4
H -2.32095 -1.72726 -0.79720 1.7 -0.4 -0.4
H -0.88930 -2.96771 -0.78944 -0.5 1.5 -0.4
H 1.40265 2.10210 1.90374 -0.8 -0.3 0.2
H -0.07439 1.20622 2.60184 0.3 1.2 -0.2
H 2.00418 1.45902 -0.75311 -0.5 -0.6 -0.3
H 0.96674 -0.25936 -2.43139 0.1 0.5 0.8
Cl -1.01439 2.39312 3.36964 -1.4 0.6 1.4
```
Forces are in eV/Å.

Output
- orbital gap (eV) = 7.4
- F_max (eV/A) = 6.55
- relative energy (zero: lowest compared OMol25 entry of this formula, charge and spin) (eV) = 2.6629

One molecule with the formula C5H11ClN2O at a distorted geometry. Source: the OMol25 dataset; level of theory: ωB97M-V/def2-TZVPD.

```
20
Properties=species:S:1:pos:R:3:forces:R:3
C 1.42669 -0.31549 1.42559 -3.0 0.9 -0.2
C 0.71044 -0.48226 0.10464 1.8 0.2 -0.8
Cl 2.00009 -0.72476 -1.21087 0.2 0.5 0.2
N -0.03402 -1.63949 -0.09169 -2.4 -2.1 0.7
N -1.18801 -1.82868 0.73747 -0.4 1.7 1.6
C -0.18332 0.67632 -0.29086 -0.4 1.0 -2.9
C -0.74141 0.41757 -1.79375 0.3 2.1 1.3
C -0.04252 2.14140 0.04356 -1.4 -4.0 -0.2
O -1.11207 1.26707 0.56926 0.6 0.4 0.5
H 2.11367 0.51402 1.41869 0.3 0.0 0.2
H 0.49035 -0.07169 2.00256 1.3 0.1 0.5
H 1.77371 -1.25365 1.75077 0.9 -0.9 0.4
H 0.35422 -2.55480 -0.25517 0.9 0.5 0.2
H -1.12984 -1.21533 1.63527 -0.1 -1.5 -2.1
H -2.03435 -1.51194 0.23460 0.7 0.0 0.3
H -1.09456 -0.63419 -1.88268 1.0 0.8 -0.5
H 0.13071 0.87710 -2.39605 -1.7 -1.6 0.2
H -1.65263 1.07053 -1.96444 1.1 -0.5 0.4
H 0.57756 2.59190 0.73549 1.3 0.5 1.4
H -0.36474 2.67637 -0.77239 -0.7 1.8 -1.5
```
Forces are in eV/Å.

Output
- orbital gap (eV) = 9.8
- F_max (eV/A) = 4.20
- relative energy (zero: lowest compared OMol25 entry of this formula, charge and spin) (eV) = 0.9450

One molecule with the formula C6H7FS at a distorted geometry. Source: the OMol25 dataset; level of theory: ωB97M-V/def2-TZVPD.

```
15
Properties=species:S:1:pos:R:3:forces:R:3
C 1.47596 -1.76069 -2.19636 0.0 0.4 -0.4
C 0.70444 -0.51147 -1.92683 0.2 0.9 -0.8
C 0.23257 -0.11559 -0.74658 -0.2 0.0 -0.4
C -0.55115 1.16524 -0.50082 -0.5 0.7 -0.6
C -0.87570 1.15248 0.94500 0.7 -1.5 1.4
F -1.52924 2.21018 1.44640 -0.1 0.0 0.0
C -0.43191 0.11847 1.70750 -0.7 1.6 -1.3
S 0.42982 -1.09062 0.74853 -0.1 0.3 0.0
H 1.59607 -2.36386 -1.33297 0.2 -0.4 1.1
H 0.91483 -2.39562 -2.87175 0.1 0.0 -0.5
H 2.48005 -1.54796 -2.59033 -0.4 -0.1 -0.1
H 0.59046 0.15873 -2.82891 -0.1 -0.6 1.2
H 0.05403 2.07543 -0.71778 -0.2 -0.6 0.1
H -1.49667 1.29439 -1.12067 1.1 -0.5 0.6
H -0.57803 0.04650 2.77681 0.1 -0.2 -0.1
```
Forces are in eV/Å.

Output
- orbital gap (eV) = 8.6
- F_max (eV/A) = 2.22
- relative energy (zero: lowest compared OMol25 entry of this formula, charge and spin) (eV) = 0.7997